Record 1
The following is a DFT calculation (ωB97M-V/def2-TZVPD) of C37H28AsN2O3PdS2 as an isolated structure.

Properties
Kohn-Sham gap (spin up / spin down) = 0.2100 / 0.2099 Ha
Total charge = -1

Last column: Löwdin charge in e.
CARTESIAN COORDINATES (ANGSTROEM)
Pd  0.306  -0.592  0.505  0.612
S  -0.900  1.385  0.175  0.599
C  -0.776  2.153  1.737  -0.708
C  -1.910  2.819  2.207  -0.137
C  -1.874  3.538  3.381  -0.099
C  -0.692  3.629  4.102  -0.101
C  0.433  2.958  3.656  -0.117
C  0.409  2.205  2.490  -0.419
As  1.926  1.107  1.918  1.339
C  3.332  1.896  3.114  -0.360
C  4.049  2.985  2.620  -0.131
C  5.132  3.499  3.309  -0.101
C  5.530  2.918  4.503  -0.109
C  4.833  1.831  5.002  -0.095
C  3.742  1.327  4.314  -0.103
C  1.529  -0.444  3.061  -0.413
C  2.409  -1.527  3.013  -0.134
C  2.224  -2.629  3.829  -0.091
C  1.142  -2.676  4.695  -0.099
C  0.256  -1.613  4.742  -0.091
C  0.443  -0.506  3.929  -0.108
H  -2.817  2.748  1.624  0.093
H  -2.768  4.028  3.738  0.097
H  -0.652  4.206  5.015  0.093
H  1.356  3.004  4.225  0.094
H  3.736  3.421  1.675  0.096
H  5.677  4.345  2.914  0.095
H  6.384  3.308  5.039  0.093
H  5.147  1.371  5.930  0.097
H  3.193  0.480  4.710  0.095
H  3.241  -1.488  2.317  0.089
H  2.911  -3.464  3.775  0.104
H  0.976  -3.551  5.314  0.105
H  -0.610  -1.654  5.388  0.105
H  -0.281  0.299  3.974  0.100
O  0.675  -2.858  1.148  -0.006
C  -0.391  -2.810  1.781  -0.557
N  -1.217  -1.778  1.739  -0.093
S  -2.550  -2.002  2.654  0.638
O  -2.624  -1.068  3.747  -0.304
O  -3.735  -2.115  1.845  -0.301
C  -2.070  -3.623  3.260  -0.198
C  -2.672  -4.497  4.133  -0.037
C  -2.030  -5.700  4.402  -0.077
C  -0.808  -5.995  3.816  -0.076
C  -0.203  -5.101  2.946  -0.010
C  -0.856  -3.912  2.666  -0.149
H  -3.617  -4.246  4.588  0.117
H  -2.491  -6.420  5.063  0.100
H  -0.323  -6.933  4.042  0.100
H  0.750  -5.310  2.486  0.122
C  0.555  -4.153  -3.352  -0.139
C  -0.391  -3.429  -2.633  -0.112
C  -0.035  -2.285  -1.956  -0.066
C  1.313  -1.852  -1.934  -0.325
C  2.242  -2.561  -2.723  -0.049
C  1.861  -3.691  -3.411  -0.121
N  1.638  -0.736  -1.244  -0.026
C  2.923  -0.402  -0.908  -0.380
C  3.338  0.938  -1.032  -0.084
C  4.568  1.344  -0.558  -0.135
C  5.416  0.439  0.064  -0.118
C  5.031  -0.892  0.171  -0.110
C  3.816  -1.319  -0.323  -0.063
H  0.270  -5.060  -3.868  0.081
H  -1.420  -3.765  -2.614  0.096
H  -0.793  -1.694  -1.418  0.088
H  3.257  -2.194  -2.777  0.101
H  2.592  -4.226  -4.004  0.091
H  2.663  1.640  -1.503  0.108
H  4.871  2.377  -0.668  0.095
H  6.367  0.769  0.461  0.092
H  5.693  -1.603  0.650  0.097
H  3.503  -2.351  -0.223  0.117

Record 2
The following is a DFT calculation (ωB97M-V/def2-TZVPD) of C21H28INO3SSb2Ti as an isolated structure.

Properties
Kohn-Sham gap (spin up / spin down) = 0.2467 / 0.2467 Ha
ΔE to the lowest compared entry with this formula, charge and spin = 14.23 kcal/mol

Last column: Löwdin charge in e.
CARTESIAN COORDINATES (ANGSTROEM)
Ti  -1.413  -0.056  1.179  0.352
O  0.128  -0.803  4.761  0.140
C  -0.587  -0.833  3.798  -0.551
O  -0.611  0.117  2.872  -0.240
C  -1.603  -1.898  3.493  -0.167
C  -2.501  -2.261  4.492  -0.007
C  -3.523  -3.146  4.215  -0.050
C  -3.651  -3.678  2.934  -0.062
C  -2.762  -3.326  1.942  -0.163
C  -1.704  -2.439  2.200  -0.648
S  -0.496  -2.211  0.898  0.601
H  -2.378  -1.827  5.475  0.128
H  -4.228  -3.422  4.988  0.110
H  -4.455  -4.367  2.712  0.111
H  -2.856  -3.737  0.947  0.096
C  -1.793  0.727  -4.256  -0.335
Sb  -0.795  0.847  -2.354  1.275
C  0.010  -1.132  -2.522  -0.330
C  0.958  1.946  -3.101  -0.319
C  2.179  1.097  -3.173  -0.305
C  2.480  0.422  -4.357  -0.068
C  3.565  -0.432  -4.451  -0.086
C  4.384  -0.625  -3.349  -0.085
C  4.110  0.050  -2.172  -0.061
C  3.019  0.911  -2.058  -0.285
C  2.786  1.622  -0.764  -0.299
Sb  1.507  0.625  0.683  1.386
C  2.781  -1.054  0.974  -0.306
C  2.062  1.810  2.361  -0.275
H  -2.076  1.720  -4.601  -0.002
H  -2.695  0.125  -4.155  -0.001
H  -1.135  0.262  -4.990  0.003
H  0.572  -1.245  -3.447  0.006
H  -0.841  -1.815  -2.518  0.008
H  0.653  -1.390  -1.681  -0.038
H  1.099  2.811  -2.455  0.039
H  0.683  2.316  -4.089  0.058
H  1.843  0.576  -5.221  0.113
H  3.772  -0.942  -5.384  0.102
H  5.239  -1.286  -3.409  0.101
H  4.764  -0.082  -1.317  0.109
H  2.428  2.641  -0.902  0.058
H  3.730  1.690  -0.218  0.064
H  3.780  -0.713  1.248  0.016
H  2.839  -1.626  0.048  0.008
H  2.379  -1.690  1.758  -0.006
H  3.148  1.872  2.420  0.014
H  1.667  1.345  3.262  0.003
H  1.644  2.811  2.267  0.018
N  -2.919  3.656  1.305  0.119
C  -2.682  2.360  1.750  -0.609
O  -1.676  1.786  1.057  -0.354
C  -3.334  1.754  2.756  0.011
I  -3.714  -0.645  -0.101  0.330
H  -2.748  3.748  0.313  0.092
H  -3.814  4.031  1.576  0.093
H  -4.179  2.222  3.237  0.059
H  -3.039  0.780  3.123  0.028

Record 3
The following is a DFT calculation (ωB97M-V/def2-TZVPD) of C20H20ClInN4O6S2 as an isolated structure.

Properties
Kohn-Sham gap = 0.2669 Ha
ΔE to the lowest compared entry with this formula, charge and spin = 0.00 kcal/mol

Last column: Löwdin charge in e.
CARTESIAN COORDINATES (ANGSTROEM)
In  0.198  0.270  -0.483  0.902
C  0.717  -2.746  -3.782  -0.020
C  0.338  -2.207  -2.424  -0.450
O  0.816  -1.045  -2.154  -0.111
C  -0.428  -2.998  -1.585  -0.034
C  -0.698  -2.748  -0.210  -0.311
C  -1.178  -3.879  0.654  -0.025
N  -0.502  -1.582  0.337  -0.043
N  -0.650  -1.473  1.719  0.086
C  0.108  -0.533  2.199  -0.439
O  0.940  0.204  1.500  -0.128
C  0.038  -0.257  3.659  -0.139
C  -0.816  -0.979  4.490  -0.027
C  -0.865  -0.700  5.845  -0.085
C  -0.065  0.302  6.383  -0.095
C  0.781  1.026  5.557  -0.081
C  0.832  0.748  4.198  -0.019
H  0.750  -1.930  -4.502  0.079
H  0.020  -3.511  -4.121  0.077
H  1.715  -3.187  -3.728  0.088
H  -0.719  -3.967  -1.963  0.096
H  -1.384  -4.763  0.054  0.074
H  -2.071  -3.578  1.202  0.083
H  -0.421  -4.116  1.402  0.089
H  -1.435  -1.751  4.052  0.107
H  -1.534  -1.262  6.485  0.099
H  -0.107  0.519  7.443  0.098
H  1.399  1.813  5.971  0.100
H  1.477  1.314  3.541  0.113
C  3.745  1.050  -0.184  -0.036
C  3.037  1.551  -1.398  -0.579
N  1.755  1.437  -1.586  0.007
C  1.326  1.946  -2.793  -0.294
C  2.324  2.463  -3.545  -0.309
S  3.816  2.317  -2.718  1.121
C  -0.109  1.883  -3.094  -0.294
C  -0.777  2.492  -4.101  -0.305
S  -2.443  2.125  -3.996  1.129
C  -2.168  1.145  -2.619  -0.600
N  -0.914  1.121  -2.272  0.020
C  -3.257  0.445  -1.885  -0.044
H  3.064  1.071  0.667  0.075
H  4.626  1.648  0.035  0.084
H  4.058  0.016  -0.340  0.100
H  2.264  2.913  -4.522  0.085
H  -0.388  3.147  -4.862  0.085
H  -4.103  0.240  -2.538  0.084
H  -3.588  1.073  -1.056  0.085
H  -2.879  -0.488  -1.470  0.087
O  -1.610  3.385  1.747  -0.266
Cl  -1.342  2.721  0.522  0.715
O  -2.099  3.280  -0.563  -0.307
O  0.082  2.755  0.195  -0.355
O  -1.675  1.281  0.638  -0.371